Below is C20H21N4O6S2Se2W as an isolated structure, with properties calculated with wB97M-V/def2-TZVPD.

Results
LUMO level (spin up / spin down): -3.312 / -4.159 eV
2S+1: 3
Net charge: +1
Gap between HOMO and LUMO (spin up / spin down): 7.43 / 6.61 eV
Maximum force: 0.89 eV/A
HOMO energy (spin up / spin down): -10.7 / -10.8 eV
Energy relative to the best compared isomer or geometry (same formula, charge and spin): 0.000 eV

CARTESIAN COORDINATES (ANGSTROEM)
W: -0.3862 1.4213 -0.3549
O: -1.0563 4.6178 -2.9388
C: -0.8779 3.5394 -2.4493
O: -0.6276 3.2869 -1.1779
C: -0.9476 2.2650 -3.2462
C: -1.1393 2.1502 -4.6094
C: -1.1891 0.8781 -5.1626
C: -1.0588 -0.2421 -4.3479
C: -0.8785 -0.0441 -2.9955
N: -0.8239 1.1833 -2.4825
C: -0.7521 -1.1062 -1.9390
O: -0.7419 -2.2809 -2.1912
O: -0.6789 -0.5722 -0.7368
H: -1.2471 3.0481 -5.2017
H: -1.3355 0.7599 -6.2278
H: -1.0981 -1.2524 -4.7302
C: 0.5713 2.9340 3.1461
Se: -0.5706 3.2936 1.6273
C: -2.2445 2.7146 2.4433
C: -3.3461 2.7333 1.4092
Se: -3.0500 1.4550 -0.0330
C: -3.5631 -0.1743 0.8810
H: 0.3450 1.9680 3.5831
H: 0.4153 3.7451 3.8526
H: 1.5972 2.9417 2.7886
H: -2.4571 3.4188 3.2476
H: -2.0798 1.7211 2.8607
H: -3.4407 3.7059 0.9274
H: -4.3088 2.4724 1.8474
H: -4.6481 -0.1829 0.9325
H: -3.0938 -0.2185 1.8562
H: -3.2002 -0.9967 0.2702
N: 2.7809 -5.7990 0.8506
C: 2.2601 -4.5885 1.1857
C: 1.1066 -4.1074 0.5410
C: 0.5576 -2.9007 0.8997
C: 1.1602 -2.1343 1.8988
C: 2.2998 -2.6006 2.5541
C: 2.8438 -3.8153 2.2020
S: 0.4987 -0.5997 2.3653
O: 1.2135 -0.1638 3.5305
O: -0.9413 -0.6348 2.3834
N: 0.8402 0.5099 1.1446
C: 1.8795 0.3828 0.2783
S: 3.2984 -0.5717 0.2015
C: 3.6501 0.1242 -1.3510
C: 2.6959 0.9933 -1.7297
N: 1.6938 1.1478 -0.7956
H: 2.4281 -6.3007 0.0567
H: 3.6588 -6.0990 1.2322
H: 0.6393 -4.6972 -0.2376
H: -0.3340 -2.5476 0.4053
H: 2.7430 -2.0092 3.3432
H: 3.7194 -4.1855 2.7201
H: 4.5446 -0.1504 -1.8834
H: 2.6759 1.5643 -2.6445